1.
The following is a DFT calculation (ωB97M-V/def2-TZVPD) of a 2-piece molecular cluster, C10H12NOP overall at a distorted geometry.

Structure (ORCA input):
```
! wB97M-V def2-TZVPD RIJCOSX def2/J DEFGRID3
* xyz 0 1
C -3.95699 -0.07850 -0.03024
C -3.14748 -0.96653 0.58615
C -3.37446 1.03539 -0.65220
C -1.77095 -0.84588 0.52764
C -2.04781 1.01854 -1.08748
C -1.24578 0.09541 -0.36992
C 0.83221 0.31829 -1.39305
C 3.06460 0.76424 0.11007
C 2.58335 0.47605 1.58932
C 2.75991 -0.28832 -0.82449
N 0.04768 -0.05162 -0.54420
O 3.54337 1.82506 -0.17752
P 2.40229 -2.03828 -0.40402
H -5.03643 -0.21701 0.17707
H -3.57493 -1.84650 1.02847
H -4.02671 1.91353 -0.95789
H -1.14128 -1.31255 1.22871
H -1.74660 1.82310 -1.72484
H 0.87047 0.86447 -2.31646
H 1.71503 -0.31413 1.79506
H 2.25996 1.44396 1.85291
H 3.41991 0.15270 2.20259
H 3.09961 -0.06923 -1.80587
H 1.30320 -1.90292 0.47805
H 3.16782 -1.79927 0.71215
*
```

**Energy above the lowest of the compared OMol25 structures with the same formula, charge and spin**: 115.3 kcal per mole
**HOMO**: -0.32416 Eh
**Gap between HOMO and LUMO**: 8.8 eV
**Calculated total energy**: -859.4316 Ha
**Maximum force**: 4.5 eV Å⁻¹


2.
The following is a DFT calculation (ωB97M-V/def2-TZVPD) of C4H2FeLiO2 as an isolated structure at a distorted geometry.

Structure (ORCA input):
```
! wB97M-V def2-TZVPD RIJCOSX def2/J DEFGRID3
* xyz 0 6
C -1.35272 -0.82295 -0.27053
C -0.10456 -1.11318 -0.03105
O -2.15821 -0.01011 -0.64096
Li -2.12874 1.75853 -1.30103
H 0.27204 -2.10976 0.20765
C 0.83397 0.50835 -0.65085
C 1.18194 1.29567 0.36779
O 1.28011 0.89722 1.60859
Fe 0.94980 -0.81861 2.37058
H 1.22637 0.41482 -1.66019
*
```

**Energy above the lowest of the compared OMol25 structures with the same formula, charge and spin**: 54.1 kcal per mole
**HOMO (spin up / spin down)**: -0.22124 / -0.25819 Eh
**Expectation value of S²**: 9.094
**Gap between HOMO and LUMO (spin up / spin down)**: 4.8 / 5.8 eV
**Calculated total energy**: -1575.0693 Ha
**Maximum force**: 2.8 eV Å⁻¹


3.
The following is a DFT calculation (ωB97M-V/def2-TZVPD) of a 2-piece molecular cluster, C4H10S overall at a distorted geometry.

Structure (ORCA input):
```
! wB97M-V def2-TZVPD RIJCOSX def2/J DEFGRID3
* xyz 0 1
C -1.03276 -1.14535 -1.02464
C 0.24251 -0.89411 -1.37182
C 0.75581 0.08822 -2.34424
H -1.24614 -1.90231 -0.24342
H -1.84972 -0.90747 -1.78147
H 1.01053 -1.16127 -0.68322
H 1.71629 -0.18158 -2.78448
H -0.05862 0.25230 -3.04457
H 0.86151 1.11930 -1.91015
C 0.23947 0.36413 2.59282
S -0.49421 1.70066 1.54829
H -0.21068 -0.47935 2.18950
H 1.27886 0.50436 2.59905
H -0.02500 0.43008 3.67931
H -1.18784 2.21240 2.57905
*
```

**Energy above the lowest of the compared OMol25 structures with the same formula, charge and spin**: 37.3 kcal per mole
**HOMO**: -0.32881 Eh
**Gap between HOMO and LUMO**: 9.8 eV
**SMILES**: C=CC.CS
**Calculated total energy**: -556.5225 Ha
**Maximum force**: 2.8 eV Å⁻¹


4.
The following is a DFT calculation (ωB97M-V/def2-TZVPD) of C9H18ClEuIO3P as an isolated structure at a distorted geometry.

Structure (ORCA input):
```
! wB97M-V def2-TZVPD RIJCOSX def2/J DEFGRID3
* xyz 2 7
C -0.33944 -1.77571 -0.74063
C 0.74780 -0.89456 -1.26563
H -0.08823 -2.81355 -1.02890
H -1.33319 -1.53996 -1.14286
H -0.42671 -1.67468 0.34433
O 1.95721 -1.04405 -0.98985
I 1.50262 1.82826 0.05767
Eu -2.60511 1.19191 1.84294
P 0.26398 0.31060 -2.62855
C 1.71731 1.10185 -3.29388
C -0.42242 -0.66610 -3.97832
H -1.92784 0.80994 -1.71696
H -1.39587 1.98352 -2.95324
H -0.71755 2.05673 -1.29877
C -1.07555 1.38347 -2.09617
H -1.44545 -1.00238 -3.76714
H -0.45093 -0.03602 -4.87324
H 1.49969 1.43297 -4.31774
H 2.53949 0.37468 -3.28195
H 0.21566 -1.53039 -4.17617
H 1.97851 1.95784 -2.66627
C 2.56581 -0.45365 1.22676
O 3.13733 -1.33172 1.65600
Cl -3.87272 0.02839 0.02687
C -1.02936 0.96398 4.39587
C -0.39821 -0.08911 3.53348
C 0.75177 -0.85453 4.07759
O -0.84017 -0.30291 2.36093
H -0.78803 0.74495 5.44171
H -2.15155 0.97887 4.38077
H -0.63382 1.98002 4.17180
H 0.88280 -1.79507 3.53450
H 1.66468 -0.24846 4.04015
H 0.51749 -1.07512 5.12489
*
```

**Energy above the lowest of the compared OMol25 structures with the same formula, charge and spin**: 4.5 kcal per mole
**HOMO (spin up / spin down)**: -0.55629 / -0.51272 Eh
**Expectation value of S²**: 12.012
**Gap between HOMO and LUMO (spin up / spin down)**: 8.3 / 5.2 eV
**Calculated total energy**: -2388.3796 Ha
**Maximum force**: 3.8 eV Å⁻¹


5.
The following is a DFT calculation (ωB97M-V/def2-TZVPD) of one molecule with the formula C16H24N2O4.

Structure (ORCA input):
```
! wB97M-V def2-TZVPD RIJCOSX def2/J DEFGRID3
* xyz 0 1
C 4.87616 5.16807 -0.91172
C 4.32818 3.86128 -0.34341
O 3.57219 3.11841 -1.28186
C 2.25032 3.56325 -1.49803
C 1.27879 3.00275 -0.44946
N 1.32216 1.56080 -0.46142
C 0.25036 0.79297 -0.73175
O -0.87117 1.25336 -0.87996
C 0.57888 -0.66122 -0.86469
C 1.51146 -1.00229 -1.84288
C 1.86321 -2.32049 -2.06452
C 1.30503 -3.31981 -1.28473
C 0.39765 -2.98926 -0.29751
C 0.00608 -1.66934 -0.08500
C -0.95873 -1.46303 1.04630
O -0.85078 -2.11199 2.07550
N -1.94348 -0.57594 0.83307
C -3.01680 -0.39373 1.77473
C -4.32486 -1.02032 1.25261
O -4.20132 -2.35521 0.84955
C -3.93920 -3.28113 1.89129
C -4.09102 -4.68309 1.32272
H 5.52699 5.63764 -0.17962
H 4.07335 5.86067 -1.15362
H 5.44521 4.96747 -1.81563
H 5.15793 3.20239 -0.07376
H 3.73745 4.06303 0.55970
H 1.97281 3.18437 -2.48559
H 2.18858 4.65682 -1.51103
H 0.25542 3.30432 -0.68035
H 1.54408 3.36847 0.54859
H 2.24179 1.14653 -0.42336
H 1.95070 -0.22148 -2.44825
H 2.57690 -2.56430 -2.83726
H 1.58159 -4.35138 -1.44254
H -0.02932 -3.75114 0.33700
H -1.96856 -0.04017 -0.02689
H -3.18292 0.67309 1.94852
H -2.71273 -0.87004 2.70992
H -5.09712 -0.91663 2.03233
H -4.65028 -0.48635 0.35529
H -2.92214 -3.14682 2.28169
H -4.65437 -3.12136 2.71376
H -3.88496 -5.41948 2.09442
H -3.39329 -4.82092 0.50154
H -5.10023 -4.82881 0.94628
*
```

**Energy above the lowest of the compared OMol25 structures with the same formula, charge and spin**: 36.4 kcal per mole
**HOMO**: -0.33553 Eh
**Gap between HOMO and LUMO**: 9.9 eV
**SMILES**: CCOCCNC(=O)c1ccccc1C(=O)NCCOCC
**Calculated total energy**: -1034.5707 Ha
**Maximum force**: 0.5 eV Å⁻¹